Entry from OMol25: a cluster of 2 separate species, C5H13NO in total in a non-equilibrium geometry (ωB97M-V/def2-TZVPD).

```
20
Properties=species:S:1:pos:R:3:forces:R:3
C 1.7133 1.5732 1.0380 0.4 -1.6 -2.0
N 0.8225 0.7544 0.5492 0.2 2.7 1.3
C -0.5863 1.2729 0.2891 0.9 -1.2 -0.6
C -1.2546 0.2639 -0.7668 -2.2 2.2 0.1
C -1.1002 -1.2537 -0.5632 2.2 -0.4 -1.7
C -1.3464 -1.7611 0.8180 0.4 -1.7 1.8
H 2.7676 1.1826 1.0013 -1.1 0.1 0.5
H 1.7211 2.6687 1.2092 -1.1 -0.5 0.2
H -1.1727 1.3343 1.2345 0.5 0.0 -0.6
H -0.4327 2.2787 -0.1694 -0.7 -0.6 0.4
H -0.9049 0.6035 -1.7466 0.5 -0.5 0.0
H -2.3746 0.6142 -0.8838 1.8 -0.9 0.7
H 0.0281 -1.4663 -0.8055 -2.0 0.3 0.4
H -1.6799 -1.8524 -1.3099 0.4 0.8 0.4
H -0.7601 -1.0233 1.4821 -1.5 -1.5 -0.2
H -2.4327 -2.0051 1.0479 1.1 1.3 0.1
H -0.9298 -2.8445 0.9846 -0.2 2.1 -0.5
O 2.7843 -0.4937 -0.9417 -2.3 3.3 -1.0
H 1.9163 0.1677 -0.7697 3.0 -2.9 -0.2
H 3.2216 -0.0143 -1.6972 -0.4 -0.9 1.0
```
Positions in Å, forces in eV/Å.

Orbital gap   10.695 eV
SMILES string   C=NCCCC.O
HOMO energy   -10.0 eV
E_tot   -328.2113 hartree

---

Entry from OMol25: the molecule C3H2N2O in a non-equilibrium geometry (ωB97M-V/def2-TZVPD).

```
8
Properties=species:S:1:pos:R:3:forces:R:3
C 1.3624 0.7870 -0.1392 -2.4 -0.8 -1.3
C -0.4830 -1.2566 0.1020 -1.9 3.3 0.7
C -0.8692 0.1025 -0.0118 -1.2 1.9 1.0
N 2.3142 1.0603 0.4505 1.5 0.5 0.8
N 0.2926 0.4469 -0.8403 1.2 1.3 0.3
O 0.0625 -2.2523 0.0132 1.7 -4.5 -0.3
H -1.8243 0.4149 -0.6452 1.5 -0.7 1.3
H -0.8553 0.6973 1.0707 -0.3 -1.0 -2.3
```
Positions in Å, forces in eV/Å.

Orbital gap (spin up / spin down)   6.774 / 8.506 eV
⟨S²⟩   2.025
Multiplicity   3
HOMO energy (spin up / spin down)   -6.3 / -11.5 eV
E_tot   -300.0518 hartree

---

Entry from OMol25: a cluster of 2 separate species, C4H15N2O2 in total in a non-equilibrium geometry (ωB97M-V/def2-TZVPD).

```
23
Properties=species:S:1:pos:R:3:forces:R:3
N 0.4511 -1.5073 -0.9767 0.5 -0.9 -0.6
C -0.4172 -2.0527 0.1352 -0.4 0.0 0.6
C -1.6586 -1.2163 0.5042 -0.1 1.8 -1.4
N -1.5510 0.1310 -0.1751 -1.6 -1.0 0.9
C -0.9482 1.2021 0.5956 2.1 1.1 -1.4
C -0.2560 2.1655 -0.4707 0.0 0.3 2.3
O 1.0647 1.6932 -0.6738 0.8 -1.2 -0.6
H -0.0205 -0.8622 -1.6217 -0.1 0.5 0.8
H 0.7023 -2.2982 -1.5768 0.0 0.0 0.2
H 1.3655 -1.1541 -0.6485 -0.5 0.6 0.3
H -0.7822 -2.9842 -0.2697 0.2 -0.5 0.4
H 0.2018 -2.1599 1.0375 0.0 -0.3 -0.7
H -2.5955 -1.6485 0.1085 0.7 -0.1 0.2
H -1.7786 -1.0885 1.5742 0.2 -0.3 0.2
H -2.5229 0.3976 -0.3025 0.1 0.1 -0.5
H -1.5198 1.8410 1.2616 -1.0 -0.3 -0.1
H -0.1696 0.8084 1.2569 0.2 0.0 -0.3
H -0.0916 3.1357 0.0680 -0.9 -0.3 -1.0
H -0.8200 2.1768 -1.4253 0.1 0.4 0.8
H 1.4040 1.9278 -1.5454 -0.2 0.2 0.1
H 2.4630 0.5075 0.6498 -1.1 0.1 0.1
H 3.4157 -0.3668 1.2224 -0.1 -0.9 0.5
O 2.4500 -0.3463 1.1205 0.9 0.8 -0.9
```
Positions in Å, forces in eV/Å.

Orbital gap   10.209 eV
HOMO energy   -13.3 eV
E_tot   -421.1293 hartree
Total charge   +1

---

Entry from OMol25: a cluster of 2 separate species, C3H4Br2N2 in total in a non-equilibrium geometry (ωB97M-V/def2-TZVPD).

```
11
Properties=species:S:1:pos:R:3:forces:R:3
N -0.1816 0.0669 2.0597 -1.3 -0.3 1.7
C 0.4632 0.2205 1.1445 1.4 0.5 -0.6
C 1.3202 0.4592 0.0372 2.1 0.1 -4.3
C 0.7473 -0.3049 -1.2508 1.5 0.7 -0.2
N -0.4950 -0.3548 -1.4107 -0.3 -0.4 -0.1
Br -1.0089 -1.2810 -2.9787 0.0 0.2 0.2
H 1.3753 1.5692 -0.3088 -0.2 -1.8 1.0
H 2.4393 0.0947 0.0362 -2.3 0.7 1.0
H 1.4952 -0.6677 -2.0364 -0.9 0.4 1.3
Br -3.5697 -0.3968 2.2966 -0.5 -0.3 0.0
H -2.5852 0.5948 2.4113 0.4 0.2 0.0
```
Positions in Å, forces in eV/Å.

Orbital gap   10.358 eV
SMILES string   N#CC/C=N/Br.Br
HOMO energy   -10.3 eV
E_tot   -5374.1767 hartree